[1]
The following is a DFT calculation (ωB97M-V with the def2-TZVPD basis set) of a structure of composition C42H31Cl2NO5P2PtS2.

XYZ file:
```
86
Properties=species:S:1:pos:R:3:mulliken_charge:R:1
Pt 0.79 0.78 0.12 3.404
O 0.44 -2.52 0.15 -0.723
S 0.78 -1.36 0.96 0.834
C 2.54 -1.63 1.35 0.128
C 2.89 -2.81 2.01 -0.958
C 4.23 -3.10 2.21 -0.866
C 5.22 -2.25 1.74 -0.734
C 4.88 -1.09 1.06 -0.994
C 3.53 -0.78 0.86 0.773
P 3.00 0.70 -0.03 2.560
C 4.25 1.97 0.13 0.359
C 4.70 2.61 -1.02 -0.544
C 5.61 3.65 -0.91 -0.739
C 6.06 4.05 0.34 -0.619
C 5.61 3.40 1.49 -0.670
C 4.71 2.36 1.39 -0.208
C 2.54 0.26 -1.68 -0.657
C 1.62 1.26 -2.37 -0.435
C 0.42 0.45 -2.86 0.071
C 0.53 -0.84 -3.24 -0.694
C 1.75 -1.54 -3.04 -0.672
C 2.71 -1.03 -2.20 -1.582
C 0.01 -1.41 2.55 0.754
C -0.34 -2.65 3.06 -0.912
C -0.89 -2.73 4.32 -1.084
C -1.08 -1.56 5.06 -0.828
C -0.76 -0.33 4.52 -0.868
C -0.23 -0.23 3.23 -0.694
P 0.04 1.41 2.43 1.755
C -1.50 2.33 2.69 1.021
C -2.30 2.59 1.58 -0.498
C -3.51 3.25 1.75 -0.867
C -3.92 3.65 3.00 -0.623
C -3.12 3.41 4.11 -0.948
C -1.91 2.75 3.96 -0.224
C 1.23 2.13 3.61 0.628
C 1.19 3.47 4.00 -0.461
C 2.12 3.97 4.89 -0.765
C 3.12 3.15 5.40 -0.711
C 3.18 1.82 5.01 -0.504
C 2.24 1.31 4.12 -1.015
H 2.13 -3.49 2.36 0.491
H 4.50 -4.01 2.73 0.435
H 6.27 -2.49 1.90 0.442
H 5.64 -0.43 0.69 0.560
H 4.33 2.31 -1.99 0.354
H 5.96 4.16 -1.80 0.440
H 6.76 4.87 0.42 0.404
H 5.96 3.72 2.46 0.439
H 4.34 1.88 2.28 0.423
H 2.12 1.71 -3.24 0.922
H -0.53 0.95 -2.92 0.365
H -0.34 -1.37 -3.59 0.289
H 1.85 -2.55 -3.42 0.380
H 3.51 -1.66 -1.83 0.483
H -0.22 -3.53 2.44 0.652
H -1.19 -3.68 4.73 0.422
H -1.51 -1.61 6.05 0.450
H -0.95 0.56 5.10 0.312
H -2.00 2.25 0.60 0.183
H -4.14 3.41 0.88 0.498
H -4.87 4.16 3.13 0.392
H -3.43 3.73 5.10 0.429
H -1.29 2.59 4.83 0.380
H 0.43 4.12 3.60 0.590
H 2.08 5.01 5.19 0.454
H 3.85 3.54 6.10 0.418
H 3.95 1.16 5.41 0.483
H 2.28 0.27 3.83 0.216
O -1.88 -0.82 0.94 -0.424
S -2.16 -0.30 -0.41 0.942
O -3.47 0.32 -0.52 -0.752
O -1.14 0.92 -0.56 -0.896
O -1.84 -1.24 -1.46 -0.673
Cl 0.05 3.18 -4.20 -0.213
C 0.08 3.99 -2.66 0.614
C -0.56 5.22 -2.65 -0.543
C -0.52 6.03 -1.54 -0.785
C 0.25 5.64 -0.46 -0.596
C 0.90 4.42 -0.49 0.890
Cl 1.98 4.08 0.83 0.061
C 0.76 3.48 -1.53 -1.655
N 1.32 2.23 -1.32 0.235
H -1.10 5.52 -3.54 0.427
H -1.05 6.97 -1.53 0.408
H 0.37 6.28 0.41 0.466
```

Computed properties:
- Maximum force: 0.53 eV Å⁻¹
- Charge: 0
- Kohn-Sham gap (alpha / beta): 5.73 / 6.11 eV
- E: -124322.0111 eV
- LUMO energy (alpha / beta): -1.73 / -1.52 eV


[2]
The following is a DFT calculation (ωB97M-V with the def2-TZVPD basis set) of an isolated molecule of C4H8N2O.

XYZ file:
```
15
Properties=species:S:1:pos:R:3:mulliken_charge:R:1
H -0.35 -1.01 1.93 0.341
N 0.45 -0.59 1.45 -0.582
C 0.06 -0.52 0.24 0.142
N -1.25 -0.90 -0.14 -0.427
C -2.21 0.21 -0.14 -0.796
C 0.98 0.02 -0.84 0.861
C 2.35 0.53 -0.45 -1.085
O 0.57 0.04 -1.98 -0.579
H -1.22 -1.32 -1.06 0.308
H -2.09 0.85 -1.03 0.282
H -2.06 0.83 0.75 0.315
H -3.22 -0.19 -0.12 0.282
H 2.84 -0.15 0.24 0.338
H 2.94 0.67 -1.36 0.332
H 2.24 1.50 0.06 0.268
```

Computed properties:
- Maximum force: 0.48 eV Å⁻¹
- Charge: 0
- Kohn-Sham gap: 9.79 eV
- E: -9304.8031 eV
- SMILES: [H]/N=C(\NC)C(C)=O
- LUMO energy: 0.17 eV
- Relative energy (zero: lowest compared OMol25 entry of this formula, charge and spin): 36.7 kcal per mole


[3]
The following is a DFT calculation (ωB97M-V with the def2-TZVPD basis set) of a cluster of 2 separate species, C28H31N4O2 in total in a non-equilibrium geometry.

XYZ file:
```
65
Properties=species:S:1:pos:R:3:mulliken_charge:R:1
C 6.58 2.38 2.36 -0.618
C 5.63 1.19 2.39 -0.405
N 4.90 1.20 1.12 0.608
C 3.61 0.63 1.11 -0.842
C 3.39 -0.76 0.98 -0.146
C 2.10 -1.25 0.89 -0.967
C 0.95 -0.41 0.93 1.052
C -0.33 -1.02 0.74 0.026
C -1.63 -0.45 0.87 0.897
C -1.91 0.95 0.89 -0.970
C -3.20 1.43 1.06 -0.133
C -4.28 0.54 1.12 -0.405
N -5.62 1.01 1.14 0.200
C -5.99 1.58 2.43 -0.394
C -7.38 2.17 2.36 -0.579
O -7.54 2.97 1.18 -0.360
C -7.42 2.20 -0.01 -0.578
C -6.03 1.60 -0.13 -0.377
C -4.04 -0.86 1.12 -0.632
C -2.75 -1.33 1.00 -0.657
C 1.21 0.98 1.20 -0.734
C 2.49 1.49 1.23 -0.450
C 5.73 1.10 -0.07 -0.405
C 6.66 2.31 -0.05 -0.706
O 7.37 2.42 1.18 -0.352
H 5.98 3.30 2.49 0.315
H 7.31 2.29 3.18 0.329
H 6.20 0.24 2.52 0.300
H 4.91 1.29 3.20 0.355
H 4.27 -1.42 0.94 0.446
H 1.95 -2.33 0.83 0.460
H -0.31 -2.08 0.47 0.253
H -1.13 1.68 0.79 0.306
H -3.40 2.51 1.12 0.490
H -5.96 0.74 3.14 0.269
H -5.24 2.32 2.76 0.335
H -8.11 1.34 2.42 0.354
H -7.51 2.88 3.19 0.327
H -8.15 1.37 -0.07 0.354
H -7.57 2.92 -0.83 0.321
H -5.29 2.35 -0.47 0.362
H -6.02 0.78 -0.87 0.270
H -4.92 -1.51 1.19 0.452
H -2.57 -2.41 1.05 0.471
H 0.41 1.67 1.41 0.327
H 2.68 2.56 1.34 0.467
H 6.31 0.15 -0.09 0.309
H 5.07 1.13 -0.95 0.387
H 7.44 2.21 -0.82 0.340
H 6.04 3.21 -0.25 0.311
C 3.13 -3.09 -3.67 -0.784
C 2.28 -2.72 -2.60 0.096
C 0.89 -2.90 -2.74 -0.071
C 0.42 -3.47 -3.94 0.732
C 1.23 -3.84 -5.01 -1.028
C 2.61 -3.63 -4.86 -0.324
N -0.95 -3.55 -3.81 -0.060
C -1.30 -3.05 -2.58 -0.411
N -0.21 -2.65 -1.91 -0.214
H 4.21 -2.95 -3.58 0.383
H 2.66 -2.30 -1.67 0.326
H 0.75 -4.25 -5.90 0.345
H 3.28 -3.90 -5.67 0.382
H -1.56 -3.93 -4.52 0.215
H -2.34 -3.04 -2.27 0.431
```

Computed properties:
- Maximum force: 2.11 eV Å⁻¹
- Charge: +1
- Kohn-Sham gap: 5.66 eV
- E: -39586.1848 eV
- LUMO energy: -5.29 eV
- Relative energy (zero: lowest compared OMol25 entry of this formula, charge and spin): 15.4 kcal per mole


[4]
The following is a DFT calculation (ωB97M-V with the def2-TZVPD basis set) of a cluster of 2 separate species, C4H13NP in total in a non-equilibrium geometry.

XYZ file:
```
19
Properties=species:S:1:pos:R:3:mulliken_charge:R:1
C 1.07 2.46 0.28 -0.606
C 0.63 -2.88 0.15 -0.869
C -1.90 -1.00 0.81 -0.882
C 0.20 2.19 -1.94 -0.296
N 0.03 2.03 -0.70 -0.358
P -0.16 -1.19 0.44 0.413
H 0.55 3.27 0.83 0.261
H 1.31 1.58 0.97 0.150
H 2.01 2.79 -0.23 0.316
H -0.05 -3.42 0.76 0.328
H 1.67 -2.90 0.52 0.370
H 0.37 -3.31 -0.86 0.359
H -2.57 -1.41 0.09 0.381
H -2.21 0.13 0.94 0.322
H -2.02 -1.51 1.78 0.381
H 1.10 2.35 -2.50 0.260
H -0.62 1.99 -2.56 0.296
H 0.15 -0.37 -0.43 0.014
H 0.45 -0.79 1.66 0.158
```

Computed properties:
- Maximum force: 5.33 eV Å⁻¹
- Charge: +1
- Kohn-Sham gap: 9.53 eV
- E: -15128.8136 eV
- LUMO energy: -3.50 eV
- Relative energy (zero: lowest compared OMol25 entry of this formula, charge and spin): 63.4 kcal per mole